1.
DFT (ωB97M-V/def2-TZVPD) results for a structure of composition C24H56N8O12SV2 at a distorted geometry.

Geometry as XYZ:
```
103
Properties=species:S:1:pos:R:3:lowdin_spin:R:1
V -0.316 3.303 -0.308 2.90
V -0.241 -2.217 -0.579 2.84
S -0.524 0.518 -0.318 0.01
O -0.952 1.443 0.764 0.00
O -0.057 1.469 -1.371 0.03
O 0.581 -0.406 0.081 0.01
O -1.573 -0.432 -0.739 0.02
C 1.647 2.338 1.911 0.00
O 1.420 3.150 1.007 0.02
N 2.748 2.360 2.636 0.01
C 2.970 1.396 3.688 0.00
C 3.869 3.231 2.306 0.00
H 0.926 1.573 2.216 0.00
H 2.914 1.900 4.653 0.00
H 3.924 0.896 3.553 0.00
H 2.164 0.659 3.669 0.00
H 3.522 4.035 1.653 0.00
H 4.292 3.709 3.184 0.00
H 4.599 2.687 1.703 0.00
C -1.836 -2.567 2.254 0.01
O -1.021 -2.694 1.327 0.03
N -1.582 -1.949 3.389 0.01
C -2.399 -2.193 4.581 0.00
C -0.436 -1.073 3.535 0.00
H -2.822 -3.044 2.218 0.00
H -1.951 -3.011 5.153 0.00
H -3.418 -2.450 4.311 0.00
H -2.371 -1.325 5.235 0.00
H 0.030 -0.884 2.569 0.00
H -0.765 -0.143 3.997 0.00
H 0.322 -1.533 4.179 0.00
C -2.370 4.189 2.044 0.01
O -1.249 4.114 1.538 0.02
N -2.701 3.606 3.187 0.01
C -4.089 3.589 3.598 0.00
C -1.732 2.784 3.854 0.00
H -3.189 4.744 1.579 0.00
H -4.664 2.824 3.066 0.00
H -4.566 4.536 3.350 0.00
H -4.152 3.429 4.669 0.00
H -2.022 2.566 4.879 0.00
H -1.552 1.849 3.311 0.00
H -0.777 3.311 3.901 0.00
C -2.657 0.980 -3.420 0.00
O -3.241 1.841 -2.804 0.00
N -3.126 0.390 -4.541 0.00
C -2.430 -0.687 -5.206 0.00
C -4.369 0.803 -5.138 0.00
H -1.697 0.536 -3.103 0.00
H -1.567 -1.002 -4.603 0.00
H -1.966 -0.354 -6.142 0.00
H -3.092 -1.534 -5.367 0.00
H -4.328 0.766 -6.222 0.00
H -5.211 0.222 -4.741 0.00
H -4.619 1.826 -4.851 0.00
C 1.265 -1.099 -3.318 0.00
O 0.406 -1.488 -2.523 0.02
N 1.751 -1.804 -4.329 0.00
C 1.274 -3.144 -4.630 0.00
C 2.805 -1.305 -5.210 0.00
H 1.719 -0.104 -3.226 0.00
H 0.622 -3.124 -5.504 0.00
H 0.749 -3.572 -3.782 0.00
H 2.121 -3.796 -4.851 0.00
H 2.998 -0.245 -5.043 0.00
H 3.721 -1.871 -5.052 0.00
H 2.468 -1.379 -6.244 0.00
C -4.100 1.282 0.894 0.00
O -4.112 2.020 -0.061 0.00
N -5.205 0.867 1.564 0.00
C -5.109 0.172 2.808 0.00
C -6.510 1.294 1.121 0.00
H -3.178 0.882 1.357 0.00
H -5.610 0.697 3.619 0.00
H -4.060 -0.041 3.047 0.00
H -5.519 -0.847 2.719 0.00
H -6.524 1.278 0.033 0.00
H -7.279 0.637 1.516 0.00
H -6.723 2.316 1.449 0.00
C 3.905 2.012 -1.136 0.00
O 4.475 2.937 -1.665 0.00
N 4.283 0.718 -1.254 0.00
C 3.668 -0.336 -0.440 0.00
C 5.353 0.353 -2.130 0.00
H 2.970 2.147 -0.567 0.00
H 3.281 0.108 0.483 0.00
H 4.407 -1.058 -0.097 0.00
H 2.807 -0.691 -0.999 0.00
H 6.251 0.046 -1.581 0.00
H 5.034 -0.504 -2.735 0.00
H 5.626 1.195 -2.754 0.00
C 2.689 -3.615 0.091 0.01
O 1.766 -3.050 -0.491 0.03
N 3.777 -4.078 -0.493 0.01
C 4.923 -4.565 0.272 0.00
C 3.996 -3.889 -1.905 0.00
H 2.687 -3.766 1.179 0.00
H 5.184 -5.571 -0.058 0.00
H 4.703 -4.646 1.335 0.00
H 5.770 -3.893 0.136 0.00
H 3.079 -3.555 -2.378 0.00
H 4.792 -3.165 -2.097 0.00
H 4.303 -4.832 -2.365 0.00
```

* total charge: +2
* HOMO-LUMO gap (spin up / spin down): 7.87 / 7.86 eV
* highest occupied orbital energy (spin up / spin down): -12.52 / -12.52 eV
* 2S+1: 7


2.
DFT (ωB97M-V/def2-TZVPD) results for a cluster of 8 separate species, C24H56O24S6 in total at a distorted geometry.

Geometry as XYZ:
```
110
Properties=species:S:1:pos:R:3:mulliken_charge:R:1
C 16.725 12.270 16.705 -1.20
C 15.389 12.986 16.268 -0.31
O 15.650 14.018 15.313 -0.27
S 14.747 15.350 15.374 1.09
C 15.049 16.119 13.852 -0.87
O 13.332 14.888 15.409 -0.64
O 15.298 16.159 16.457 -0.60
H 17.393 12.099 15.883 0.32
H 16.358 11.422 17.145 0.40
H 17.361 12.858 17.400 0.28
H 14.795 12.347 15.918 0.46
H 14.769 13.524 17.130 0.32
H 14.370 16.993 13.811 0.08
H 14.883 15.430 13.057 0.50
H 16.094 16.228 13.816 0.44
C 15.773 22.789 7.987 -1.47
C 14.701 21.668 8.150 -0.14
O 15.214 20.823 9.175 -0.30
S 14.056 19.717 9.670 1.15
C 14.665 19.159 11.221 -0.63
O 12.848 20.399 9.869 -0.44
O 14.260 18.628 8.674 -0.70
H 16.129 23.170 8.822 0.37
H 15.298 23.558 7.385 0.43
H 16.467 22.323 7.379 0.39
H 13.893 22.214 8.595 0.20
H 14.175 21.171 7.306 0.42
H 14.434 19.902 12.127 -0.21
H 15.762 18.986 10.968 0.43
H 13.923 18.450 11.263 0.45
C 15.283 23.715 16.350 -1.27
C 16.757 23.429 16.339 -0.24
O 16.962 22.110 16.513 -0.21
S 18.558 21.607 16.700 1.15
C 18.398 19.966 17.111 -0.88
O 19.000 21.793 15.254 -0.64
O 19.040 22.384 17.780 -0.63
H 14.794 23.663 17.333 0.44
H 14.635 22.981 15.890 0.15
H 15.082 24.620 16.054 0.48
H 17.259 23.752 15.416 0.43
H 17.203 24.245 17.201 0.23
H 17.414 19.875 17.886 0.24
H 19.237 19.728 17.644 0.51
H 18.161 19.404 16.236 0.31
C 10.135 22.038 15.246 -0.99
C 9.214 20.786 14.988 0.14
O 8.145 21.236 14.155 -0.37
S 6.843 20.085 13.969 1.15
C 5.943 21.040 12.706 -0.75
O 7.312 18.879 13.350 -0.57
O 6.289 20.128 15.299 -0.61
H 10.917 21.785 16.100 -0.03
H 9.676 22.890 15.511 0.72
H 10.656 22.409 14.344 0.11
H 9.871 19.897 14.532 0.14
H 8.960 20.252 16.024 0.12
H 5.356 21.887 13.289 0.32
H 5.193 20.178 12.357 0.36
H 6.709 21.361 11.885 0.22
C 10.017 20.069 23.419 -1.37
C 10.937 19.670 22.288 -0.12
O 10.155 19.528 21.198 -0.29
S 10.917 19.018 19.844 1.27
C 9.642 18.880 18.680 -0.78
O 11.667 20.179 19.485 -0.64
O 11.487 17.795 20.104 -0.66
H 9.759 21.116 23.118 0.28
H 10.435 20.083 24.329 0.45
H 9.175 19.475 23.338 0.36
H 11.818 20.351 22.241 0.27
H 11.378 18.550 22.348 0.30
H 9.086 19.845 18.522 0.30
H 9.103 18.004 18.849 0.50
H 10.371 18.637 17.768 0.15
C 16.359 21.912 13.136 -0.54
C 15.652 23.038 12.293 -0.54
O 15.732 24.250 13.123 -0.07
S 15.725 25.731 12.321 1.15
C 15.957 26.890 13.545 -0.84
O 16.819 25.693 11.437 -0.62
O 14.456 25.834 11.642 -0.65
H 15.922 21.944 14.065 -0.40
H 17.427 22.191 13.229 0.33
H 16.232 21.009 12.694 0.62
H 16.108 23.249 11.285 0.08
H 14.716 22.827 11.990 0.66
H 16.946 26.568 14.062 0.31
H 15.324 26.688 14.265 0.34
H 15.973 28.007 13.292 0.31
O 9.617 22.091 8.109 -0.67
C 9.715 21.571 9.261 0.72
O 9.709 20.227 9.430 -0.37
C 9.912 19.944 10.711 -0.13
C 10.207 21.202 11.518 0.91
O 9.932 22.111 10.367 -0.44
H 8.944 19.375 11.023 0.17
H 10.688 19.298 10.929 0.22
H 11.178 21.463 11.814 -0.32
H 9.611 21.477 12.397 -0.06
O 12.113 19.666 13.372 -0.67
C 12.675 19.758 14.492 0.56
O 12.125 19.724 15.642 0.04
C 13.133 19.862 16.641 -0.99
C 14.374 19.974 15.835 0.71
O 13.983 19.838 14.473 -0.10
H 12.816 20.605 17.140 0.84
H 13.052 19.082 17.373 0.13
H 14.719 18.915 15.934 0.25
H 14.900 20.967 15.943 -0.88
```

* SMILES: CCOS(C)(=O)=O.CCOS(C)(=O)=O.CCOS(C)(=O)=O.CCOS(C)(=O)=O.CCOS(C)(=O)=O.CCOS(C)(=O)=O.O=C1OCCO1.O=C1OCCO1
* total charge: 0
* HOMO-LUMO gap: 9.71 eV
* highest occupied orbital energy: -9.79 eV
* 2S+1: 1


3.
DFT (ωB97M-V/def2-TZVPD) results for a structure of composition C24H57Br9N6O11P2 at a distorted geometry.

Geometry as XYZ:
```
109
Properties=species:S:1:pos:R:3:mulliken_charge:R:1
C 19.599 -25.464 10.206 -0.36
Br 18.411 -25.341 8.711 0.02
Br 20.100 -27.302 10.590 -0.01
Br 18.824 -24.527 11.908 -0.02
H 20.468 -24.933 9.817 0.37
C 7.512 -14.801 10.627 -0.32
Br 6.405 -13.162 11.035 -0.04
Br 9.394 -14.296 10.281 0.00
Br 6.675 -15.842 9.265 0.02
H 7.519 -15.390 11.544 0.33
C 9.803 -26.978 8.116 -0.29
Br 8.733 -26.321 9.611 -0.01
Br 8.727 -26.900 6.468 -0.02
Br 10.444 -28.793 8.524 -0.01
H 10.656 -26.318 7.956 0.33
O 16.529 -19.814 10.853 -0.83
P 15.382 -19.398 11.712 0.16
N 14.938 -17.841 11.400 0.27
C 14.976 -17.237 10.158 -1.12
C 14.225 -17.011 12.411 -0.87
N 15.683 -19.499 13.384 0.29
C 14.678 -19.618 14.326 -1.02
C 17.042 -19.691 13.918 -1.08
N 13.892 -20.420 11.437 0.25
C 14.030 -21.832 10.998 -1.27
C 12.506 -20.062 11.680 -0.98
H 15.962 -17.438 9.738 0.34
H 14.829 -16.166 10.302 0.46
H 14.330 -17.591 9.355 0.28
H 14.852 -16.466 13.116 0.28
H 13.538 -17.684 12.925 0.18
H 13.623 -16.166 12.077 0.44
H 14.096 -18.700 14.399 0.21
H 14.056 -20.473 14.061 0.23
H 15.156 -19.672 15.304 0.55
H 17.555 -18.741 14.069 0.27
H 16.988 -20.394 14.749 0.48
H 17.717 -20.059 13.147 0.32
H 15.051 -22.187 10.862 0.35
H 13.720 -22.530 11.775 0.42
H 13.658 -21.980 9.984 0.43
H 12.159 -19.251 11.040 0.26
H 12.397 -19.632 12.676 0.29
H 11.879 -20.915 11.420 0.41
O 12.972 -23.402 5.260 -0.88
P 12.962 -22.231 4.404 0.35
N 13.639 -22.436 2.788 0.25
C 13.491 -21.408 1.709 -1.08
C 14.693 -23.433 2.593 -1.08
N 13.926 -20.961 5.000 0.37
C 15.161 -21.164 5.688 -1.11
C 13.655 -19.591 4.576 -1.27
N 11.317 -21.646 4.128 0.26
C 10.645 -20.903 5.114 -1.01
C 10.421 -22.227 3.067 -1.12
H 13.681 -21.704 0.677 0.33
H 14.265 -20.675 1.937 0.33
H 12.501 -20.953 1.725 0.33
H 14.519 -23.879 1.614 0.37
H 14.632 -24.298 3.253 0.29
H 15.655 -22.919 2.610 0.33
H 15.566 -20.297 6.211 0.44
H 15.088 -21.985 6.400 0.32
H 15.926 -21.429 4.958 0.30
H 12.955 -19.087 5.243 0.30
H 14.520 -18.990 4.294 0.43
H 13.034 -19.598 3.681 0.44
H 10.786 -21.305 6.117 0.33
H 11.002 -19.877 5.203 0.23
H 9.562 -20.879 4.994 0.44
H 10.029 -23.184 3.414 0.27
H 11.006 -22.392 2.161 0.38
H 9.636 -21.505 2.845 0.45
C 11.411 -25.708 15.564 -0.74
O 11.170 -25.144 16.813 -0.27
C 11.581 -25.817 17.843 0.79
O 12.577 -26.622 17.869 -0.60
O 10.933 -25.405 18.962 -0.30
C 11.207 -25.955 20.221 -0.63
H 11.687 -26.759 15.649 0.34
H 12.382 -25.394 15.181 0.30
H 10.613 -25.665 14.823 0.30
H 12.285 -25.953 20.386 0.29
H 10.843 -26.978 20.313 0.28
H 10.797 -25.433 21.086 0.25
C 23.565 -17.174 3.947 -0.68
O 23.234 -17.177 5.337 -0.31
C 22.036 -17.630 5.676 0.86
O 21.112 -18.027 4.963 -0.61
O 21.926 -17.425 6.923 -0.27
C 20.763 -17.672 7.530 -0.65
H 23.707 -16.264 3.364 0.28
H 22.817 -17.619 3.291 0.32
H 24.578 -17.575 3.919 0.25
H 20.393 -16.764 8.006 0.19
H 20.985 -18.367 8.340 0.26
H 19.946 -18.198 7.036 0.36
C 19.673 -13.082 11.520 -0.67
O 20.213 -11.828 11.221 -0.29
C 20.713 -11.503 9.997 0.80
O 20.978 -12.288 9.087 -0.57
O 20.972 -10.189 9.980 -0.30
C 21.701 -9.570 8.950 -0.64
H 18.733 -12.929 12.050 0.26
H 20.219 -13.674 12.254 0.27
H 19.440 -13.731 10.676 0.32
H 22.777 -9.574 9.124 0.28
H 21.490 -8.501 8.961 0.23
H 21.507 -10.053 7.993 0.32
```

* total charge: 0
* HOMO-LUMO gap: 7.49 eV
* highest occupied orbital energy: -7.99 eV
* 2S+1: 1


4.
DFT (ωB97M-V/def2-TZVPD) results for a cluster of 4 separate species, C24H57NO5S in total.

Geometry as XYZ:
```
88
Properties=species:S:1:pos:R:3:mulliken_charge:R:1
C 3.198 0.049 -4.148 -0.61
O 4.575 0.381 -4.352 -0.35
S 4.855 1.790 -5.082 0.66
O 6.249 1.744 -5.423 -0.51
O 4.742 2.717 -3.688 -0.19
O 3.951 3.872 -4.005 -0.32
C 2.582 3.582 -3.757 -0.02
C 1.909 4.885 -3.324 -0.91
N 0.471 4.900 -3.521 -0.25
C -0.231 3.719 -3.062 -0.68
C -1.748 3.851 -3.197 0.41
C -2.216 3.532 -4.610 -1.34
O -2.377 2.964 -2.273 -0.42
H 2.571 0.447 -4.948 0.35
H 2.851 0.438 -3.190 0.25
H 3.141 -1.034 -4.140 0.31
H 2.106 3.196 -4.667 0.28
H 2.516 2.828 -2.972 0.32
H 2.120 5.068 -2.268 0.23
H 2.354 5.712 -3.876 0.47
H 0.231 5.135 -4.475 0.30
H 0.062 2.809 -3.614 0.24
H -0.001 3.575 -2.002 0.28
H -2.016 4.876 -2.940 0.30
H -2.014 4.358 -5.295 0.44
H -3.287 3.339 -4.615 0.37
H -1.703 2.646 -4.995 0.26
H -1.788 2.204 -2.170 0.09
C -2.879 -0.393 -1.945 -0.88
C -1.497 -1.042 -1.978 -0.09
C -1.201 -1.791 -3.276 -0.68
C -2.138 -2.965 -3.566 -0.80
C -2.186 -4.030 -2.472 -0.36
C -0.843 -4.709 -2.222 -1.19
H -3.679 -1.130 -2.020 0.40
H -3.024 0.152 -1.011 -0.08
H -2.996 0.315 -2.768 0.31
H -1.387 -1.714 -1.122 0.25
H -0.735 -0.266 -1.847 0.30
H -0.166 -2.148 -3.253 0.26
H -1.257 -1.087 -4.113 0.31
H -1.826 -3.434 -4.505 0.41
H -3.149 -2.589 -3.741 0.31
H -2.920 -4.787 -2.759 0.39
H -2.553 -3.593 -1.539 0.23
H -0.471 -5.184 -3.133 0.30
H -0.930 -5.480 -1.456 0.38
H -0.087 -3.998 -1.883 0.26
C -2.326 -0.753 4.482 -1.10
C -1.480 0.515 4.421 0.24
C -2.297 1.788 4.209 -1.06
C -3.076 1.826 2.892 -1.09
C -2.216 1.649 1.643 0.30
C -1.169 2.743 1.456 -1.16
H -2.873 -0.920 3.552 0.26
H -1.705 -1.632 4.658 0.24
H -3.056 -0.694 5.293 0.36
H -0.732 0.417 3.629 -0.12
H -0.919 0.610 5.355 0.42
H -1.629 2.651 4.265 0.35
H -3.003 1.902 5.038 0.45
H -3.607 2.781 2.826 0.46
H -3.850 1.054 2.902 0.32
H -2.871 1.640 0.768 0.16
H -1.719 0.674 1.664 0.16
H -1.637 3.726 1.385 0.32
H -0.603 2.577 0.537 0.15
H -0.454 2.764 2.281 0.37
C 2.328 -5.333 5.184 -1.18
C 3.224 -4.103 5.092 -0.39
C 2.648 -2.874 5.794 -0.87
C 1.316 -2.378 5.229 -0.54
C 1.338 -2.030 3.742 -0.12
C 2.296 -0.895 3.396 -1.38
H 1.361 -5.165 4.706 0.27
H 2.789 -6.192 4.694 0.38
H 2.143 -5.602 6.226 0.29
H 3.424 -3.874 4.041 0.23
H 4.194 -4.334 5.540 0.38
H 3.384 -2.066 5.757 0.33
H 2.511 -3.104 6.855 0.40
H 1.006 -1.492 5.794 0.22
H 0.541 -3.130 5.406 0.39
H 0.327 -1.743 3.442 0.14
H 1.589 -2.914 3.150 0.37
H 2.040 0.011 3.951 0.26
H 2.254 -0.657 2.332 0.37
H 3.330 -1.152 3.632 0.41
```

* total charge: 0
* HOMO-LUMO gap: 9.57 eV
* highest occupied orbital energy: -9.38 eV
* 2S+1: 1